ORCA calculation (ωB97M-V/def2-TZVPD) on a cluster of 11 separate species, C45H106F7NO11Si in total at a distorted geometry.

Structure (XYZ):
```
171
Properties=species:S:1:pos:R:3:forces:R:3
C -2.906018 4.618228 7.019399 0.299 0.159 -0.258
C -3.412609 4.669321 5.564039 -0.291 0.166 0.237
C -4.834749 4.117709 5.349002 0.140 0.151 -0.295
C -5.055513 3.603378 3.909072 -0.181 -0.017 0.320
C -5.567846 2.165430 3.848054 -0.318 0.122 -0.050
C -5.570320 1.616683 2.412923 0.174 -0.020 -0.060
Si -3.809807 1.380003 1.806494 -0.237 -0.333 0.291
C -3.509597 -0.226361 0.891242 -0.028 0.272 -0.234
C -2.112909 -0.227066 0.262498 -0.115 0.028 -0.033
N -1.574822 -1.566723 0.022271 0.268 0.324 0.168
C -1.444954 -2.431563 1.204186 0.106 -0.391 -0.129
C -0.583272 -1.904918 2.366585 -0.131 0.088 0.035
C -0.370968 -1.557272 -0.764968 -0.277 -0.629 -0.768
C 0.698350 -0.515698 -0.526895 -0.466 0.109 0.245
O -0.234272 -2.407448 -1.621139 0.077 0.302 0.678
C -3.290194 2.883200 0.658349 0.002 0.045 -0.164
F -4.198141 3.903326 0.819733 0.179 -0.187 -0.071
F -3.392313 2.503098 -0.662392 -0.012 0.126 0.339
C -1.851651 3.478580 0.854760 0.053 -0.048 -0.334
F -1.338220 3.083419 2.046594 -0.170 0.107 -0.126
F -1.041212 2.995225 -0.120384 -0.081 0.048 0.332
C -1.731438 5.025719 0.797739 -0.106 -0.036 0.033
F -2.528758 5.628247 1.675615 0.052 -0.042 0.123
F -0.477009 5.371352 1.083696 0.181 0.008 -0.057
F -2.025355 5.459109 -0.424850 -0.070 -0.016 -0.054
H -2.723128 5.629169 7.392284 -0.127 -0.120 0.133
H -3.598237 4.110405 7.693803 0.001 0.040 -0.068
H -1.937091 4.116944 7.061179 -0.134 -0.033 0.146
H -2.713421 4.149908 4.901437 -0.040 -0.043 0.074
H -3.430746 5.716789 5.245463 0.179 -0.128 -0.176
H -5.052334 3.327464 6.073761 0.071 -0.043 -0.070
H -5.544643 4.927155 5.540796 -0.023 -0.141 0.186
H -4.112843 3.695325 3.357729 -0.063 -0.020 -0.020
H -5.787277 4.234856 3.394612 0.186 -0.005 -0.105
H -6.591649 2.152399 4.242399 0.112 -0.053 0.021
H -4.977747 1.518030 4.506309 0.046 0.059 -0.079
H -6.062757 0.638728 2.366917 0.006 0.064 -0.002
H -6.126492 2.287502 1.751133 -0.003 -0.055 0.022
H -2.946499 1.338001 3.008327 0.109 0.135 -0.088
H -4.277385 -0.412059 0.135164 0.071 -0.060 0.050
H -3.620870 -0.999184 1.657328 0.039 0.013 -0.012
H -2.193954 0.263151 -0.711810 0.104 0.001 0.092
H -1.435413 0.401851 0.861332 0.003 -0.111 0.080
H -1.014346 -3.369099 0.839229 -0.106 0.048 0.014
H -2.446637 -2.693923 1.551690 0.056 0.125 -0.016
H -0.453681 -0.821330 2.334739 -0.049 -0.028 -0.028
H -1.061111 -2.130479 3.323035 0.141 -0.065 -0.043
H 0.412131 -2.352623 2.358597 -0.049 0.058 0.019
H 0.450821 0.155823 0.292327 0.116 0.002 -0.034
H 1.618139 -1.039259 -0.268548 0.062 0.083 -0.208
H 0.823648 0.083070 -1.429564 0.214 -0.121 0.001
C 2.284431 3.741814 5.728229 -0.021 -0.048 0.081
C 0.890468 4.343348 5.643983 0.127 0.136 -0.073
C 0.795062 5.408653 4.562760 -0.093 0.018 0.025
O 0.490080 4.871933 6.908105 -0.047 -0.084 0.011
H 3.014813 4.515056 5.982614 0.007 0.021 -0.048
H 2.324736 2.976305 6.503206 -0.017 -0.007 -0.010
H 2.579730 3.293304 4.778650 -0.002 0.010 -0.011
H 0.167865 3.552370 5.432244 -0.035 -0.012 0.033
H 1.480175 6.232598 4.782257 0.041 -0.020 -0.017
H -0.215330 5.816889 4.517250 -0.009 -0.026 -0.006
H 1.050613 5.003805 3.582409 0.006 -0.004 0.003
H 1.100242 5.577035 7.148619 0.032 0.013 -0.023
C 5.689069 0.131983 -0.624448 0.075 -0.133 0.096
C 4.246422 0.491384 -0.924301 0.155 0.236 0.033
C 4.131101 1.600672 -1.957459 -0.087 -0.014 0.001
O 3.571824 0.867777 0.282369 -0.107 -0.143 -0.044
H 6.230445 0.986783 -0.206517 -0.041 0.070 -0.088
H 5.729494 -0.673704 0.109525 0.003 -0.049 -0.056
H 6.205365 -0.198403 -1.526337 0.013 0.001 0.005
H 3.727374 -0.397420 -1.285915 -0.047 -0.017 0.056
H 4.611625 2.511967 -1.590092 0.053 -0.014 -0.014
H 3.084130 1.833304 -2.154939 0.000 -0.021 -0.005
H 4.608117 1.317360 -2.896605 0.013 -0.001 0.004
H 4.008100 1.656581 0.621653 -0.011 0.033 0.012
C 6.265291 -2.598695 -4.138213 0.034 0.103 0.136
C 6.800925 -3.034966 -2.784205 -0.102 -0.118 -0.215
C 7.716557 -4.243474 -2.902656 0.007 -0.022 0.105
O 5.714342 -3.314387 -1.899489 0.091 -0.029 0.116
H 5.673871 -3.397075 -4.587625 0.019 -0.050 -0.027
H 5.611549 -1.732153 -4.030806 0.013 0.011 -0.006
H 7.070175 -2.340650 -4.826814 -0.010 -0.019 -0.029
H 7.347679 -2.209306 -2.324081 -0.023 -0.004 0.076
H 7.166912 -5.091183 -3.321475 0.000 0.019 -0.044
H 8.089845 -4.539745 -1.921580 0.012 0.023 -0.001
H 8.569135 -4.033161 -3.549910 -0.007 0.004 -0.011
H 5.203536 -4.036964 -2.289126 -0.147 0.090 -0.050
C 6.429976 0.898908 3.216181 0.036 0.141 -0.049
C 7.361591 -0.297966 3.113742 -0.172 -0.030 0.118
C 6.615544 -1.608451 3.310752 0.073 -0.054 -0.006
O 8.436664 -0.183328 4.044834 0.038 0.008 -0.097
H 5.972046 0.949824 4.208180 -0.028 -0.075 0.000
H 6.980102 1.827759 3.060451 0.020 -0.021 -0.024
H 5.630236 0.835571 2.475705 -0.014 -0.033 0.017
H 7.838771 -0.299937 2.132306 0.047 0.009 0.000
H 6.165786 -1.640754 4.307323 -0.042 0.028 -0.010
H 7.298606 -2.453405 3.224339 0.005 0.010 -0.019
H 5.819561 -1.725571 2.573621 -0.009 0.014 0.003
H 8.058548 -0.179614 4.930418 0.009 -0.002 0.031
C -2.427718 9.625039 10.033068 -0.091 -0.017 0.036
C -2.701335 8.958832 8.693585 0.159 0.197 -0.001
C -1.525626 9.104423 7.739682 -0.028 -0.066 -0.095
O -3.889289 9.485461 8.104422 -0.031 -0.140 0.024
H -2.261091 10.697153 9.895224 0.053 -0.004 -0.015
H -3.280588 9.503574 10.700697 0.003 -0.021 -0.004
H -1.545187 9.201243 10.514180 0.010 0.004 -0.010
H -2.905112 7.898890 8.853252 -0.077 -0.010 -0.027
H -1.330801 10.160622 7.532772 0.020 0.015 0.060
H -1.742351 8.614972 6.789763 -0.002 -0.028 0.018
H -0.618713 8.665302 8.158268 -0.002 0.007 0.012
H -3.746939 10.424593 7.946423 -0.013 0.026 -0.010
C 2.457601 -5.653351 -0.206403 -0.002 0.093 -0.073
C 3.233722 -6.633020 -1.072893 -0.074 0.032 0.162
C 3.785878 -7.795709 -0.264311 0.068 -0.023 -0.080
O 4.288745 -5.960350 -1.764252 0.120 0.052 -0.019
H 3.112064 -5.226188 0.559002 0.004 -0.041 0.032
H 2.068156 -4.832938 -0.810018 -0.019 -0.018 -0.016
H 1.622087 -6.145735 0.293125 0.003 -0.016 0.005
H 2.581284 -7.014918 -1.859240 0.017 0.013 -0.046
H 4.477171 -7.430184 0.500244 -0.036 0.015 0.036
H 4.333112 -8.484799 -0.907606 -0.020 0.001 -0.010
H 2.985685 -8.344370 0.233698 -0.007 0.012 0.007
H 4.896793 -5.618448 -1.096544 0.032 -0.044 0.042
C -4.842703 -3.426176 -0.659420 -0.032 0.036 -0.021
C -4.148730 -4.406975 -1.593862 0.122 0.058 0.158
C -3.467608 -5.525885 -0.819941 0.011 -0.058 -0.053
O -3.201895 -3.727662 -2.413807 -0.185 -0.042 -0.029
H -4.107726 -2.959163 0.003003 -0.017 -0.052 -0.022
H -5.326642 -2.632445 -1.230575 -0.012 -0.012 -0.010
H -5.597273 -3.923808 -0.047523 -0.001 -0.010 -0.002
H -4.882286 -4.832588 -2.281493 0.022 0.006 -0.048
H -2.698754 -5.112152 -0.160272 -0.032 0.017 0.029
H -2.979459 -6.219365 -1.504904 -0.014 0.002 -0.010
H -4.182349 -6.081581 -0.210314 0.000 0.007 0.009
H -2.535740 -3.339887 -1.829720 0.179 0.127 -0.102
C -4.240079 -5.225965 -5.692231 0.043 -0.056 0.079
C -5.690304 -4.814797 -5.881765 0.211 0.163 -0.041
C -5.831122 -3.753105 -6.960969 -0.114 0.041 -0.031
O -6.234774 -4.345807 -4.649335 -0.119 -0.055 0.017
H -3.646038 -4.365138 -5.373487 0.020 0.001 -0.019
H -4.154264 -5.985436 -4.914753 -0.014 -0.011 -0.011
H -3.811615 -5.621217 -6.614924 -0.017 0.012 -0.012
H -6.289405 -5.687374 -6.147293 -0.052 -0.001 0.049
H -5.269280 -2.857895 -6.679491 0.051 -0.021 -0.011
H -6.874565 -3.463207 -7.086636 -0.006 -0.032 0.005
H -5.449886 -4.106905 -7.920352 0.014 -0.009 0.007
H -5.721223 -3.575135 -4.380578 0.048 -0.012 0.040
C 2.769922 -3.247444 -6.825423 0.042 0.046 0.078
C 3.845625 -2.632648 -7.707811 -0.099 -0.181 -0.016
C 3.778083 -3.159065 -9.132874 0.090 0.044 -0.023
O 5.139480 -2.855715 -7.147300 -0.016 0.097 -0.071
H 2.900996 -4.331911 -6.769304 -0.023 -0.011 -0.044
H 2.831817 -2.851919 -5.811381 0.000 0.016 -0.011
H 1.771896 -3.045410 -7.216349 -0.002 -0.008 -0.011
H 3.729001 -1.547724 -7.717491 0.040 0.025 0.017
H 3.937348 -4.241012 -9.143531 -0.049 -0.014 0.012
H 4.553199 -2.701214 -9.747502 -0.009 0.016 0.009
H 2.807126 -2.953553 -9.585406 -0.009 -0.008 0.010
H 5.286843 -3.807369 -7.121525 0.019 -0.020 -0.004
C -3.557844 -0.398585 -6.417572 -0.104 -0.016 0.054
C -4.061665 0.091988 -7.765546 0.179 0.057 0.065
C -2.915699 0.416309 -8.711652 -0.055 0.032 -0.067
O -4.915650 1.223419 -7.604154 -0.056 -0.076 -0.043
H -2.959660 0.375809 -5.929208 0.056 -0.009 -0.038
H -4.394893 -0.631769 -5.758631 -0.005 -0.010 -0.014
H -2.939947 -1.291444 -6.525268 0.015 0.008 0.007
H -4.694422 -0.674938 -8.215813 -0.049 0.014 -0.005
H -2.295775 1.214897 -8.294377 0.028 -0.029 0.032
H -3.298919 0.758529 -9.672921 -0.011 -0.017 0.003
H -2.281217 -0.455244 -8.878924 0.004 -0.003 0.014
H -4.395557 1.929321 -7.205955 -0.004 0.029 0.015
```
Positions in Å, forces in eV/Å.

Computed properties:
SMILES	CCCCCC[Si@@H](CCN(CC)C(C)=O)C(F)(F)C(F)(F)C(F)(F)F.CC(C)O.CC(C)O.CC(C)O.CC(C)O.CC(C)O.CC(C)O.CC(C)O.CC(C)O.CC(C)O.CC(C)O
calculated total energy	-99297.2618	eV
frontier orbital gap	0.355	Ha
lowest unoccupied orbital energy	0.2821	eV

Mulliken population analysis, charges in e, atoms 1 to 99: -0.778, 0.341, -1.162, 0.823, -0.978, -1.042, 0.116, -0.512, -1.023, 1.334, -0.820, -1.247, -0.010, -0.859, -0.618, 0.727, -0.287, -0.321, 0.736, -0.305, -0.313, 0.371, -0.197, -0.237, -0.266, -0.096, 0.408, 0.174, -0.120, 0.287, 0.523, 0.204, -0.823, 0.354, 0.410, 0.381, 0.419, 0.561, -0.117, 0.261, 0.453, 0.640, -0.043, 0.607, 0.418, 0.163, 0.376, 0.291, 0.129, 0.241, 0.363, -1.554, 0.789, -1.244, -0.522, 0.361, 0.366, 0.368, 0.130, 0.441, 0.241, 0.344, 0.319, -1.108, 0.700, -1.439, -0.493, 0.436, 0.079, 0.275, 0.217, 0.343, 0.333, 0.360, 0.295, -1.090, 0.598, -1.561, -0.446, 0.225, 0.173, 0.495, 0.259, 0.311, 0.371, 0.419, 0.328, -0.921, 0.447, -1.235, -0.579, 0.414, 0.331, 0.025, 0.195, 0.366, 0.314, 0.314, 0.359

***

ORCA calculation (ωB97M-V/def2-TZVPD) on a structure of composition C15H13IrN3O3S2.

Structure (XYZ):
```
37
Properties=species:S:1:pos:R:3:forces:R:3
Ir -0.612155 -0.506606 0.592667 -0.294 0.483 0.457
C -1.600142 3.573519 3.791240 0.032 -0.015 -0.012
S 0.060802 2.883331 3.825174 -0.017 -0.031 0.032
C -0.022365 1.659047 2.640282 0.052 0.012 0.032
S -1.414140 1.403753 1.629859 0.145 -0.321 -0.448
N 1.093960 0.940830 2.516389 0.021 0.217 -0.091
N 0.989311 -0.034444 1.658114 0.164 -0.383 0.143
C 2.188019 -0.678360 1.267066 -0.165 0.158 0.066
C 2.072776 -1.538288 0.191287 -0.158 -0.030 -0.059
C 3.126244 -2.320275 -0.327551 0.051 0.020 0.020
C 2.885070 -3.165685 -1.382982 -0.030 -0.016 -0.022
C 1.603827 -3.233033 -1.940427 0.099 -0.053 -0.019
C 0.597143 -2.443767 -1.415691 -0.019 0.088 0.035
N 0.809331 -1.623245 -0.385600 -0.001 -0.066 -0.130
H -1.610994 4.342106 4.560580 0.007 -0.004 0.009
H -2.331458 2.803819 4.030036 -0.009 0.031 0.001
H -1.813553 4.023875 2.824394 0.002 0.001 0.002
H 3.104592 -0.444940 1.787384 -0.035 -0.024 0.042
H 4.105308 -2.237586 0.125009 -0.019 -0.039 -0.025
H 3.681858 -3.778238 -1.782913 0.001 0.029 0.003
H 1.389561 -3.880366 -2.777797 -0.006 0.005 0.013
H -0.406967 -2.450948 -1.820290 -0.008 0.022 0.040
O -5.033634 -1.965038 2.331982 -0.043 0.023 -0.159
C -5.298984 -2.127748 1.022616 0.129 -0.011 0.261
C -6.602646 -2.463074 0.673655 -0.222 -0.076 -0.042
C -6.931798 -2.682365 -0.646487 -0.070 -0.002 0.052
C -5.979210 -2.565901 -1.662484 0.002 -0.013 -0.016
C -4.701279 -2.192560 -1.332281 0.026 0.050 -0.016
C -4.343660 -1.966787 0.007150 0.132 0.059 -0.085
C -3.001604 -1.515341 0.321284 0.084 -0.056 -0.172
O -2.569389 -1.435525 1.515046 0.289 -0.018 -0.054
O -2.180839 -1.141585 -0.602460 -0.150 -0.021 0.133
H -4.089030 -1.761378 2.446315 -0.035 -0.019 -0.020
H -7.337233 -2.551771 1.463038 0.017 -0.021 -0.023
H -7.951526 -2.946588 -0.897981 0.028 -0.017 0.015
H -6.247074 -2.760504 -2.691402 -0.011 0.038 0.012
H -3.950098 -2.059242 -2.099182 0.011 0.000 0.026
```
Positions in Å, forces in eV/Å.

Computed properties:
2S+1	5
net charge	+1
calculated total energy	-50879.9486	eV
frontier orbital gap (spin up / spin down)	0.270 / 0.169	Ha
lowest unoccupied orbital energy (spin up / spin down)	-3.1056 / -6.5351	eV

Partial atomic charges computed with the Mulliken method, in multiples of e: 0.816, -0.917, 0.119, 0.541, -0.333, -0.865, 0.628, -0.430, 0.600, -0.940, -0.128, -0.791, 0.158, -0.338, 0.344, 0.352, 0.358, 0.436, 0.397, 0.443, 0.399, 0.514, -0.623, 0.410, -0.672, -0.323, -0.769, -0.396, 0.070, 1.519, -0.791, -0.816, 0.362, 0.446, 0.385, 0.413, 0.424

***

ORCA calculation (ωB97M-V/def2-TZVPD) on a structure of composition C16H16HgN4O3 at a distorted geometry.

Structure (XYZ):
```
40
Properties=species:S:1:pos:R:3:forces:R:3
Hg -1.392220 0.864741 1.174430 1.915 -1.116 0.650
O 0.642480 1.665956 -2.627418 -0.745 -0.952 -0.313
C 0.181258 0.997228 -3.550453 1.226 0.386 1.332
O 2.078845 -0.863037 -1.983347 -1.626 -0.039 -1.731
C 1.511424 -1.099870 -3.034688 1.314 -0.340 1.294
O 1.620474 -2.339971 -3.639172 -0.297 1.515 0.546
N 0.691672 -0.282093 -3.856002 0.430 0.814 1.561
C 1.186162 -2.214826 -4.982662 1.009 -0.431 -1.476
C 0.404714 -0.934294 -5.081414 -0.894 0.396 -1.233
H 0.594578 -3.073752 -5.278722 0.062 -0.174 0.151
H 2.070606 -2.138243 -5.661636 -0.503 -0.322 0.660
H -0.670260 -1.106435 -5.137729 -0.024 -0.117 -0.376
H 0.746634 -0.304004 -5.928454 -0.366 -0.520 0.315
C -0.869880 1.547411 -4.436228 -0.345 -0.049 -0.579
C -1.559710 2.638876 -4.114401 0.117 0.118 1.211
H -1.058170 1.061957 -5.382010 0.203 0.161 -0.206
H -1.514236 3.015553 -3.074682 0.344 0.036 -0.812
H -2.200108 3.197761 -4.785996 -0.117 -0.440 -0.084
N -0.178133 0.077439 4.034326 0.311 -0.638 -0.238
C -1.000344 -1.018020 3.604176 -0.171 0.885 0.559
C -1.776622 -1.813158 4.513778 0.271 0.082 0.555
C -2.645266 -2.824631 4.082412 0.830 0.889 -0.104
C -2.742672 -3.043201 2.704727 0.441 0.269 -0.627
C -1.978056 -2.245102 1.861388 -0.543 0.105 0.324
N -1.146948 -1.229944 2.289057 -1.028 0.013 -1.162
C 0.789062 0.978379 3.463073 -0.522 0.385 0.607
C 1.550222 1.870914 4.287373 -0.157 -0.381 0.644
C 2.449568 2.805095 3.762603 -0.721 -0.803 -0.067
C 2.586442 2.852390 2.373485 -0.277 -0.434 -0.423
C 1.808414 1.981698 1.610358 -0.269 0.405 0.100
N 0.904800 1.086312 2.134318 -0.326 0.733 -1.093
H -0.188230 0.158847 5.032998 0.019 0.026 0.466
H -1.720602 -1.615285 5.587062 0.165 0.034 -0.336
H -3.248748 -3.438174 4.761893 0.405 0.516 -0.042
H -3.423948 -3.804430 2.303624 0.522 0.356 0.050
H -2.067772 -2.371253 0.788868 0.216 0.075 0.058
H 1.400522 1.850554 5.370386 0.023 -0.145 -0.328
H 3.029040 3.495997 4.385166 -0.432 -0.431 -0.027
H 3.265440 3.576717 1.902865 -0.352 -0.583 0.070
H 1.869566 2.035879 0.526667 -0.108 -0.281 0.102
```
Positions in Å, forces in eV/Å.

Computed properties:
net charge	+2
calculated total energy	-33110.0326	eV
frontier orbital gap (spin up / spin down)	0.129 / 0.121	Ha
lowest unoccupied orbital energy (spin up / spin down)	-11.0321 / -11.2670	eV

Partial atomic charges computed with the Mulliken method, in multiples of e: 1.069, -0.566, 0.737, -0.537, 0.447, -0.325, 0.225, -0.417, -0.624, 0.328, 0.248, 0.365, 0.351, -0.276, -0.716, 0.287, 0.183, 0.302, -0.161, 1.004, -0.559, -0.372, -0.444, -0.269, -0.475, 0.976, -0.566, -0.409, -0.452, -0.400, -0.336, 0.142, 0.327, 0.450, 0.384, 0.419, 0.313, 0.449, 0.408, 0.487